(1)
{
  "formula": "C7H16O3",
  "method": "ωB97M-V/def2-TZVPD",
  "species": ["C", "C", "C", "O", "H", "H", "H", "H", "H", "H", "C", "C", "C", "O", "H", "H", "H", "H", "H", "H", "C", "O", "H", "H", "H", "H"],
  "positions_angstrom": [[-17.0489, -17.3250, -22.8293], [-15.8841, -18.2109, -22.4537], [-16.0280, -19.6603, -22.9040], [-14.9264, -17.8052, -21.8586], [-17.8980, -17.5538, -22.1835], [-17.3308, -17.3508, -23.8792], [-16.7422, -16.2972, -22.6279], [-15.0770, -20.1840, -22.9057], [-16.4485, -19.6642, -23.9150], [-16.7961, -20.1979, -22.3431], [-16.6048, -11.9601, -16.3305], [-15.5878, -12.9065, -16.9387], [-14.8971, -13.9019, -16.0325], [-15.4320, -12.9632, -18.1370], [-16.6277, -11.9848, -15.2456], [-17.5910, -12.2463, -16.6975], [-16.3756, -10.9726, -16.7337], [-15.0363, -13.6666, -14.9729], [-13.8193, -13.9502, -16.2042], [-15.2154, -14.9447, -16.1092], [-17.2957, -14.6486, -20.2634], [-17.7076, -15.0990, -18.9788], [-18.1007, -14.8401, -20.9679], [-16.9671, -13.6093, -20.2058], [-16.4298, -15.2023, -20.6432], [-16.9134, -15.2915, -18.4732]],
  "homo_ev": -9.6,
  "charge": 0,
  "lumo_ev": 0.79
}

=====

(2)
{
  "formula": "C7H16OSi",
  "method": "ωB97M-V/def2-TZVPD",
  "species": ["C", "C", "Si", "O", "C", "C", "H", "H", "H", "H", "H", "H", "H", "H", "H", "H", "C", "C", "C", "H", "H", "H", "H", "H", "H"],
  "positions_angstrom": [[2.0119, 3.3927, 1.7628], [1.1760, 2.2793, 1.0489], [-0.4913, 2.8443, 0.3441], [-1.4626, 3.8484, 0.8786], [-0.7223, 1.8538, -1.1564], [-2.1107, 1.1441, -1.2468], [3.0031, 3.4439, 1.3015], [1.6346, 4.3862, 1.5953], [2.1013, 3.2077, 2.8691], [0.9840, 1.4544, 1.7331], [1.7388, 1.7731, 0.3109], [-0.7363, 2.5291, -2.1257], [-0.0240, 1.1032, -1.3807], [-2.4490, 1.0207, -0.2492], [-2.8133, 1.7310, -1.8255], [-1.9650, 0.1424, -1.5798], [0.0347, -2.4717, -0.3134], [-0.0439, -3.7584, -0.4370], [0.0454, -4.6651, 0.7342], [0.2174, -1.9650, 0.6272], [-0.1616, -1.8543, -1.1323], [-0.0942, -4.3491, -1.4048], [1.0518, -5.1322, 0.7201], [-0.7174, -5.4006, 0.7386], [-0.0028, -4.2611, 1.7441]],
  "homo_ev": -9.9,
  "charge": 0,
  "lumo_ev": 0.57
}

=====

(3)
{
  "formula": "C7H17BO2",
  "method": "ωB97M-V/def2-TZVPD",
  "species": ["B", "C", "C", "C", "C", "C", "C", "C", "O", "O", "H", "H", "H", "H", "H", "H", "H", "H", "H", "H", "H", "H", "H", "H", "H", "H", "H"],
  "positions_angstrom": [[1.0179, -0.8330, 1.7464], [1.7388, 0.8027, -0.6715], [-0.0507, 1.5829, 0.9066], [-1.1527, 0.6928, -1.8930], [-0.2661, -1.5870, -1.2937], [-2.0323, -0.4743, 0.0698], [0.4008, 0.4285, 0.0381], [-0.7278, -0.2215, -0.7398], [2.0218, 0.0122, 2.1104], [0.9473, -2.0709, 2.5683], [2.1624, -0.0187, -1.1474], [2.5903, 1.1212, 0.0516], [1.5099, 1.5837, -1.3573], [-0.0077, 2.6749, 0.3930], [-0.9770, 1.3569, 1.3199], [0.5742, 1.7582, 1.7057], [-0.2060, 1.0943, -2.3175], [-1.8937, 0.0568, -2.6382], [-1.6303, 1.6351, -1.4686], [0.5784, -1.4102, -2.2201], [0.1020, -2.2089, -0.5036], [-1.0530, -2.2111, -1.8318], [-2.6646, 0.4546, 0.1964], [-2.6995, -1.2082, -0.5484], [-2.0031, -0.8084, 1.0232], [2.4839, -0.1868, 2.9691], [1.2367, -2.0157, 3.5325]],
  "homo_ev": -8.6,
  "charge": 0,
  "lumo_ev": 0.18
}